Record 1
Below is C16H33FeN5OSSi2 as an isolated structure, with properties calculated with ωB97M-V/def2-TZVPD.

Element x y z (Å)
Fe (-0.082, 0.840, 0.885)
N (-1.802, 1.477, 2.679)
N (-2.623, 2.595, 2.507)
C (-2.413, 3.471, 1.500)
N (-3.249, 4.515, 1.403)
S (-1.169, 3.303, 0.404)
H (-2.348, 0.618, 2.672)
H (-1.282, 1.525, 3.552)
H (-3.346, 2.796, 3.191)
H (-4.016, 4.680, 2.034)
H (-3.098, 5.160, 0.646)
C (1.719, 1.844, -1.970)
Si (0.356, 0.648, -2.560)
C (-1.256, 1.653, -2.781)
C (0.755, -0.132, -4.260)
C (0.185, -0.657, -1.190)
C (-1.175, -1.133, -0.979)
C (-1.799, -1.985, -1.898)
C (-3.078, -2.432, -1.657)
C (-3.726, -2.006, -0.502)
C (-3.048, -1.153, 0.347)
N (-1.809, -0.720, 0.129)
Si (1.510, -1.940, -0.748)
C (1.986, -3.024, -2.251)
C (0.844, -3.071, 0.640)
C (3.104, -1.106, -0.110)
H (1.797, 2.706, -2.621)
H (2.691, 1.367, -1.947)
H (1.492, 2.206, -0.964)
H (-1.242, 2.211, -3.712)
H (-1.381, 2.375, -1.978)
H (-2.138, 1.019, -2.799)
H (0.857, 0.639, -5.017)
H (-0.034, -0.802, -4.587)
H (1.681, -0.694, -4.240)
H (-1.243, -2.273, -2.775)
H (-3.567, -3.100, -2.350)
H (-4.727, -2.335, -0.269)
H (-3.527, -0.798, 1.252)
H (1.135, -3.560, -2.658)
H (2.728, -3.762, -1.961)
H (2.417, -2.429, -3.048)
H (0.043, -3.710, 0.285)
H (0.454, -2.471, 1.457)
H (1.623, -3.719, 1.031)
H (3.500, -0.385, -0.816)
H (3.880, -1.846, 0.059)
H (2.921, -0.593, 0.829)
N (2.145, -1.323, 3.920)
C (1.482, -0.337, 3.311)
O (0.433, -0.551, 2.694)
C (2.032, 1.065, 3.413)
C (1.803, 1.772, 2.096)
H (1.825, -2.274, 3.813)
H (2.999, -1.163, 4.427)
H (3.093, 1.040, 3.690)
H (1.485, 1.567, 4.215)
H (2.587, 1.561, 1.373)
H (1.617, 2.833, 2.196)

Computed properties:
Relative energy (zero: lowest compared OMol25 entry of this formula, charge and spin)   85.6 kJ/mol
Charge   +1
Calculated total energy   -87598.55769 eV
Maximum force   0.03799 Eh/bohr
Spin multiplicity   6

***

Record 2
Below is a 2-piece molecular cluster, C16H33N3O2 overall, with properties calculated with ωB97M-V/def2-TZVPD.

Element x y z (Å)
C (-2.236, 0.959, -1.269)
C (-2.390, 2.354, -1.870)
O (-1.937, 2.408, -3.204)
C (-0.533, 2.553, -3.300)
C (0.270, 1.246, -3.389)
C (0.663, 0.743, -4.734)
N (1.078, -0.640, -4.771)
C (-0.248, 1.021, -5.896)
C (-1.336, -0.039, -5.985)
N (-2.096, -0.329, -5.019)
H (-3.071, 0.721, -0.611)
H (-2.207, 0.207, -2.055)
H (-1.318, 0.861, -0.685)
H (-1.892, 3.114, -1.259)
H (-3.448, 2.622, -1.879)
H (-0.332, 3.214, -4.143)
H (-0.176, 3.078, -2.408)
H (-0.221, 0.446, -2.822)
H (1.198, 1.452, -2.833)
H (0.513, -1.177, -4.117)
H (2.054, -0.753, -4.529)
H (-0.673, 2.023, -5.895)
H (0.326, 0.923, -6.822)
H (-1.397, -0.575, -6.937)
H (-2.748, -1.064, -5.281)
C (1.870, 0.369, 4.508)
C (0.748, 0.408, 3.451)
C (-0.577, -0.066, 4.062)
C (-0.641, -1.574, 4.291)
C (-0.295, -2.332, 3.013)
C (1.050, -1.912, 2.408)
N (1.096, -0.426, 2.260)
O (0.445, -0.041, 1.208)
C (2.210, -2.429, 3.273)
C (1.219, -2.549, 1.035)
C (0.610, 1.860, 3.007)
H (2.849, 0.306, 4.035)
H (1.850, 1.283, 5.101)
H (1.771, -0.456, 5.211)
H (-1.395, 0.224, 3.396)
H (-0.733, 0.466, 5.004)
H (0.025, -1.870, 5.107)
H (-1.649, -1.846, 4.611)
H (-0.270, -3.408, 3.204)
H (-1.083, -2.161, 2.274)
H (3.159, -2.020, 2.927)
H (2.262, -3.515, 3.191)
H (2.106, -2.203, 4.331)
H (0.387, -2.318, 0.374)
H (1.271, -3.632, 1.150)
H (2.140, -2.209, 0.560)
H (1.524, 2.207, 2.522)
H (0.427, 2.481, 3.884)
H (-0.218, 1.997, 2.316)

Computed properties:
Relative energy (zero: lowest compared OMol25 entry of this formula, charge and spin)   689.4 kJ/mol
Charge   0
Calculated total energy   -25684.87165 eV
Maximum force   0.05083 Eh/bohr
Spin multiplicity   1

***

Record 3
Below is C16H33NOP2Tc as an isolated structure, with properties calculated with ωB97M-V/def2-TZVPD.

Element x y z (Å)
Tc (-0.748, 0.015, 0.327)
H (0.610, 2.573, 2.014)
H (-1.834, 1.947, -1.412)
P (-1.127, 1.977, 1.929)
P (-1.856, 0.096, -1.528)
C (-1.629, -1.798, -1.786)
H (-2.091, -2.142, -2.710)
H (-0.557, -2.058, -1.818)
H (-2.051, -2.395, -0.948)
C (-3.704, 0.093, -1.699)
H (-3.995, 1.147, -1.756)
H (-4.039, -0.434, -2.611)
H (-4.180, -0.357, -0.818)
C (-1.276, 0.558, -3.199)
H (-0.195, 0.464, -3.223)
H (-1.757, -0.047, -3.986)
H (-1.551, 1.604, -3.306)
C (-3.014, 2.109, 2.224)
H (-3.439, 2.663, 3.021)
H (-3.617, 2.532, 1.387)
H (-3.564, 1.171, 2.353)
C (-0.898, 1.655, 3.746)
H (0.186, 1.584, 3.882)
H (-1.247, 2.396, 4.437)
H (-1.304, 0.692, 4.062)
C (-1.035, 3.844, 1.960)
H (-1.645, 4.302, 1.121)
H (-1.321, 4.353, 2.851)
H (-0.027, 4.098, 1.750)
C (-0.673, -1.183, 1.708)
O (-0.718, -1.867, 2.713)
H (-2.384, 0.099, 0.575)
C (3.200, -3.940, 0.294)
N (2.529, -2.708, 0.573)
C (2.953, -1.797, 1.565)
C (1.482, -2.322, -0.377)
C (1.804, -0.960, -1.016)
C (2.829, -1.026, -1.998)
C (3.262, 0.156, -2.560)
C (2.705, 1.394, -2.200)
C (1.635, 1.408, -1.224)
C (1.158, 0.208, -0.689)
H (3.592, -4.320, 1.352)
H (4.119, -3.781, -0.296)
H (2.589, -4.648, -0.124)
H (3.584, -0.993, 1.161)
H (2.124, -1.367, 2.101)
H (3.592, -2.396, 2.284)
H (1.433, -3.098, -1.126)
H (0.536, -2.314, 0.157)
H (3.245, -1.999, -2.265)
H (4.076, 0.133, -3.302)
H (3.051, 2.335, -2.626)
H (1.184, 2.343, -0.941)

Computed properties:
Charge   +2
Calculated total energy   -41414.94677 eV
Maximum force   0.16668 Eh/bohr
Spin multiplicity   4

***

Record 4
Below is a 5-piece molecular cluster, C16H34BrFNO8PS overall, with properties calculated with ωB97M-V/def2-TZVPD.

Element x y z (Å)
C (0.231, 0.560, 2.326)
C (1.684, 1.186, 2.766)
O (1.794, 1.411, 4.245)
C (3.271, 1.391, 4.504)
C (3.707, 2.368, 5.768)
N (2.497, 2.638, 6.653)
P (2.338, 4.399, 6.883)
O (3.919, 5.162, 7.155)
Br (1.182, 4.910, 8.803)
S (2.702, 1.769, 8.153)
O (3.190, 0.309, 7.803)
O (1.349, 1.547, 8.936)
F (3.929, 2.485, 9.159)
H (0.443, -0.224, 1.471)
H (-0.341, -0.007, 3.175)
H (-0.417, 1.432, 1.855)
H (1.882, 2.196, 2.161)
H (2.515, 0.433, 2.382)
H (3.779, 1.834, 3.538)
H (3.653, 0.309, 4.781)
H (4.642, 1.945, 6.377)
H (4.111, 3.372, 5.265)
H (4.443, 4.580, 7.781)
C (1.411, 0.501, -2.709)
C (0.528, -0.117, -1.659)
C (0.337, -1.610, -1.705)
O (-0.016, 0.570, -0.797)
H (1.457, 1.584, -2.553)
H (2.422, 0.093, -2.632)
H (0.998, 0.309, -3.703)
H (1.300, -2.112, -1.582)
H (-0.124, -1.896, -2.653)
H (-0.324, -1.916, -0.887)
C (3.699, -5.356, -0.496)
C (2.239, -5.348, -0.862)
C (1.291, -6.079, 0.051)
O (1.836, -4.767, -1.868)
H (4.264, -4.789, -1.244)
H (3.840, -4.883, 0.480)
H (4.073, -6.383, -0.479)
H (1.325, -5.639, 1.051)
H (1.558, -7.138, 0.093)
H (0.271, -5.989, -0.337)
C (-2.819, 1.311, -1.499)
C (-3.685, 0.584, -2.493)
C (-4.888, 1.313, -3.029)
O (-3.420, -0.562, -2.852)
H (-1.989, 0.663, -1.199)
H (-2.409, 2.215, -1.956)
H (-3.404, 1.564, -0.611)
H (-4.570, 2.217, -3.554)
H (-5.565, 1.566, -2.210)
H (-5.419, 0.666, -3.736)
C (-5.123, 0.992, -8.553)
C (-4.977, 0.823, -7.065)
C (-5.075, -0.574, -6.512)
O (-4.785, 1.789, -6.328)
H (-5.030, 2.053, -8.809)
H (-4.335, 0.438, -9.069)
H (-6.107, 0.640, -8.872)
H (-4.285, -1.198, -6.937)
H (-6.057, -0.996, -6.740)
H (-4.951, -0.544, -5.424)

Computed properties:
SMILES   CCOCCN(P(O)Br)S(=O)(=O)F.CC(C)=O.CC(C)=O.CC(C)=O.CC(C)=O
Charge   0
Calculated total energy   -127892.34057 eV
Maximum force   0.19091 Eh/bohr
Spin multiplicity   1

***

Record 5
Below is C16H34CuO3P2S as an isolated structure, with properties calculated with ωB97M-V/def2-TZVPD.

Element x y z (Å)
P (-2.130, 2.367, 0.572)
P (-0.727, 2.024, -2.124)
C (-2.297, 3.801, -0.635)
C (-2.088, 3.332, -2.053)
H (-1.568, 4.568, -0.353)
H (-3.296, 4.237, -0.506)
H (-3.004, 2.896, -2.469)
H (-1.800, 4.165, -2.706)
C (0.549, 3.318, -2.473)
H (1.466, 2.847, -2.839)
H (0.774, 3.887, -1.565)
H (0.168, 4.003, -3.240)
C (-1.158, 1.683, -3.889)
H (-1.180, 2.624, -4.450)
H (-2.146, 1.214, -3.939)
H (-0.420, 1.006, -4.327)
C (-2.197, 3.529, 2.000)
H (-2.279, 2.966, 2.933)
H (-3.062, 4.191, 1.883)
H (-1.283, 4.130, 2.023)
C (-3.945, 2.038, 0.486)
H (-4.208, 1.574, -0.470)
H (-4.482, 2.989, 0.581)
H (-4.248, 1.376, 1.302)
Cu (1.412, -2.583, 1.236)
C (0.873, -1.827, -0.692)
C (1.823, -0.900, -0.318)
C (1.629, 0.515, 0.122)
C (1.399, 0.682, 1.648)
C (0.503, -0.334, 2.294)
C (-0.551, -1.020, 1.775)
C (-1.206, -0.821, 0.442)
C (-0.626, -1.630, -0.743)
C (1.269, -3.569, 2.935)
H (1.238, -2.667, -1.295)
H (2.869, -1.146, -0.540)
H (0.840, 1.010, -0.472)
H (2.579, 1.035, -0.100)
H (2.390, 0.580, 2.121)
H (1.054, 1.706, 1.869)
H (0.751, -0.538, 3.346)
H (-1.063, -1.727, 2.435)
H (-1.181, 0.260, 0.202)
H (-2.267, -1.103, 0.545)
H (-1.089, -2.633, -0.745)
H (-0.899, -1.147, -1.700)
H (0.746, -4.502, 2.716)
H (0.701, -2.905, 3.585)
H (2.276, -3.775, 3.302)
C (4.243, -5.476, -0.347)
S (3.043, -5.015, 0.905)
O (1.734, -5.475, 0.438)
O (3.541, -5.580, 2.158)
O (3.139, -3.487, 0.869)
H (4.417, -6.553, -0.268)
H (5.162, -4.920, -0.142)
H (3.816, -5.220, -1.321)

Computed properties:
Relative energy (zero: lowest compared OMol25 entry of this formula, charge and spin)   0.0 kJ/mol
Charge   0
Calculated total energy   -97335.53239 eV
Maximum force   0.04554 Eh/bohr
Spin multiplicity   2

***

Record 6
Below is C16H34MoN3O3P2S2Se4 as an isolated structure, with properties calculated with ωB97M-V/def2-TZVPD.

Element x y z (Å)
Mo (-1.608, -0.350, 1.403)
Se (-1.037, -1.853, 3.218)
Se (-1.671, -0.932, 5.323)
Se (-1.273, 1.274, 4.785)
Se (-2.607, 1.413, 2.843)
C (-3.471, -1.095, -4.202)
C (-4.438, -0.471, -3.229)
O (-4.335, -1.157, -1.959)
P (-3.956, -0.330, -0.658)
S (-3.726, -1.565, 0.873)
S (-2.297, 0.750, -0.866)
O (-5.232, 0.596, -0.521)
C (-5.310, 1.612, 0.513)
C (-6.484, 2.497, 0.191)
H (-3.607, -0.665, -5.196)
H (-3.633, -2.171, -4.269)
H (-2.444, -0.915, -3.886)
H (-5.474, -0.573, -3.550)
H (-4.229, 0.592, -3.094)
H (-4.369, 2.164, 0.524)
H (-5.422, 1.100, 1.469)
H (-6.341, 3.001, -0.765)
H (-6.599, 3.260, 0.963)
H (-7.406, 1.918, 0.147)
O (0.154, 0.752, 1.347)
P (1.427, 0.227, 0.695)
N (1.286, -1.388, 0.445)
C (2.359, -2.395, 0.448)
C (1.953, -3.340, -0.678)
C (0.431, -3.350, -0.560)
C (0.104, -1.885, -0.262)
N (2.674, 0.536, 1.684)
C (2.519, 0.277, 3.145)
C (3.960, 0.208, 3.654)
C (4.777, -0.192, 2.427)
C (4.091, 0.577, 1.304)
N (1.610, 0.940, -0.761)
C (1.422, 2.401, -0.911)
C (2.297, 2.779, -2.116)
C (3.284, 1.620, -2.258)
C (2.439, 0.419, -1.853)
H (2.381, -2.917, 1.410)
H (3.336, -1.935, 0.295)
H (2.404, -4.326, -0.576)
H (2.256, -2.923, -1.642)
H (0.135, -3.960, 0.296)
H (-0.092, -3.721, -1.438)
H (-0.813, -1.915, 0.371)
H (-0.104, -1.300, -1.160)
H (1.972, -0.656, 3.303)
H (1.935, 1.072, 3.604)
H (4.059, -0.494, 4.481)
H (4.281, 1.188, 4.013)
H (4.689, -1.267, 2.249)
H (5.835, 0.052, 2.511)
H (4.261, 0.144, 0.316)
H (4.446, 1.612, 1.274)
H (1.729, 2.914, 0.003)
H (0.370, 2.628, -1.078)
H (2.789, 3.740, -1.974)
H (1.682, 2.858, -3.014)
H (4.115, 1.743, -1.560)
H (3.695, 1.526, -3.262)
H (3.021, -0.449, -1.542)
H (1.803, 0.101, -2.687)

Computed properties:
Relative energy (zero: lowest compared OMol25 entry of this formula, charge and spin)   25.8 kJ/mol
Charge   0
Calculated total energy   -331252.71172 eV
Maximum force   0.01957 Eh/bohr
Spin multiplicity   2

***

Record 7
Below is C16H34NO2OsP2Si as an isolated structure, with properties calculated with ωB97M-V/def2-TZVPD.

Element x y z (Å)
C (-2.560, 3.492, -0.452)
C (-2.009, 2.248, -0.100)
N (-0.685, 2.004, -0.364)
C (0.041, 2.892, -1.081)
C (-0.504, 4.102, -1.510)
C (-1.817, 4.410, -1.182)
C (-2.896, 1.160, 0.363)
P (-1.894, -0.157, 1.199)
Os (0.162, 0.132, 0.216)
P (1.824, 0.733, -1.264)
C (1.461, 2.535, -1.442)
O (-3.763, 0.280, -1.832)
O (-1.548, 0.168, -2.835)
H (-3.601, 3.658, -0.150)
H (0.113, 4.751, -2.134)
H (-2.261, 5.355, -1.494)
C (-1.734, -0.043, 3.014)
C (-2.844, -1.659, 0.931)
H (1.668, 2.806, -2.486)
H (2.175, 3.084, -0.809)
H (-3.460, 0.683, -0.784)
H (-3.707, 1.515, 1.020)
C (3.508, 0.534, -0.660)
C (1.792, 0.079, -2.946)
H (-0.975, -0.448, -1.170)
H (-1.628, -0.265, -3.701)
H (-2.605, 0.345, -2.521)
H (-4.550, 0.748, -2.137)
H (0.907, 0.950, 1.495)
H (0.140, -0.760, -1.181)
H (-2.721, -0.024, 3.498)
H (-1.172, -0.920, 3.376)
H (-1.167, 0.857, 3.286)
H (-3.709, -1.683, 1.601)
H (-3.182, -1.680, -0.107)
H (-2.217, -2.532, 1.132)
H (2.471, 0.669, -3.574)
H (2.116, -0.967, -2.909)
H (0.762, 0.132, -3.315)
H (4.225, 0.911, -1.403)
H (3.631, 1.068, 0.290)
H (3.678, -0.537, -0.482)
C (1.935, -3.938, 3.978)
Si (2.614, -3.715, 2.244)
C (4.409, -3.176, 2.339)
C (2.479, -5.317, 1.277)
C (1.610, -2.416, 1.384)
C (0.974, -1.450, 0.905)
H (2.483, -4.731, 4.502)
H (0.872, -4.207, 3.939)
H (2.030, -3.006, 4.549)
H (5.004, -3.942, 2.852)
H (4.825, -3.025, 1.334)
H (4.499, -2.233, 2.892)
H (1.429, -5.628, 1.206)
H (2.865, -5.179, 0.259)
H (3.051, -6.116, 1.766)

Computed properties:
Relative energy (zero: lowest compared OMol25 entry of this formula, charge and spin)   6.4 kJ/mol
Charge   +1
Calculated total energy   -51639.81039 eV
Maximum force   0.08122 Eh/bohr
Spin multiplicity   5

***

Record 8
Below is C16H34O3P2RuS as an isolated structure, with properties calculated with ωB97M-V/def2-TZVPD.

Element x y z (Å)
P (-0.321, -1.881, -4.876)
P (0.072, 2.077, -5.093)
C (-0.508, -0.597, -6.239)
C (0.373, 0.670, -6.321)
H (-1.577, -0.355, -6.311)
H (-0.296, -1.163, -7.159)
H (1.454, 0.437, -6.330)
H (0.180, 1.193, -7.262)
C (-1.339, 2.935, -5.848)
H (-1.674, 3.753, -5.187)
H (-2.198, 2.273, -6.064)
H (-0.956, 3.371, -6.790)
C (1.462, 3.138, -5.607)
H (1.169, 3.573, -6.563)
H (2.392, 2.579, -5.724)
H (1.595, 3.938, -4.876)
C (-1.382, -3.174, -5.551)
H (-1.369, -4.017, -4.863)
H (-1.012, -3.499, -6.529)
H (-2.392, -2.782, -5.671)
C (1.349, -2.480, -5.416)
H (2.101, -1.680, -5.560)
H (1.250, -3.040, -6.371)
H (1.711, -3.180, -4.647)
Ru (-1.144, -1.800, -0.955)
C (0.162, 2.447, -3.250)
C (-1.220, 2.370, -2.854)
C (-1.917, 1.149, -3.298)
C (-1.643, -0.323, -2.807)
C (-0.314, -1.175, -3.026)
C (1.127, -0.872, -2.906)
C (1.504, 0.305, -3.596)
C (1.321, 1.577, -2.711)
C (0.286, -2.728, 0.146)
H (0.447, 3.525, -3.180)
H (-1.607, 2.971, -2.019)
H (-1.898, 0.975, -4.398)
H (-2.996, 1.335, -3.144)
H (-2.069, -0.338, -1.735)
H (-2.375, -0.927, -3.385)
H (-0.609, -2.213, -2.511)
H (1.644, -1.322, -2.045)
H (0.668, 0.355, -4.365)
H (2.457, 0.231, -4.144)
H (1.124, 1.244, -1.671)
H (2.276, 2.159, -2.733)
H (0.978, -1.997, 0.604)
H (0.865, -3.375, -0.535)
H (-0.054, -3.362, 0.983)
C (-1.113, 0.741, 2.531)
S (-0.919, 0.790, 0.738)
O (-1.709, -0.524, 0.401)
O (-1.646, 1.934, 0.199)
O (0.480, 0.642, 0.374)
H (-1.839, 1.548, 2.717)
H (-0.172, 0.886, 3.079)
H (-1.521, -0.245, 2.784)

Computed properties:
Relative energy (zero: lowest compared OMol25 entry of this formula, charge and spin)   0.0 kJ/mol
Charge   +2
Calculated total energy   -55256.25670 eV
Maximum force   0.06788 Eh/bohr
Spin multiplicity   5